Molecular formula: C19H25F6N2ORuS5
Method: DFT, ωB97M-V/def2-TZVPD

Atoms and positions in Å:
Ru 0.051 0.304 -0.408
C 1.056 3.405 -0.626
C 2.141 2.971 -1.598
S 2.282 1.157 -1.592
C 2.087 0.668 -3.329
C 0.648 0.422 -3.736
S -0.002 -0.855 -2.624
C -1.754 -0.889 -3.047
C -2.506 0.340 -2.594
S -2.397 0.396 -0.781
C -2.906 2.118 -0.455
C -1.732 2.975 -0.023
S -0.447 2.606 -1.233
H 0.952 4.491 -0.612
H 1.257 3.044 0.380
H 3.096 3.391 -1.288
H 1.937 3.300 -2.617
H 2.670 -0.251 -3.409
H 2.563 1.412 -3.968
H 0.607 0.054 -4.762
H 0.041 1.323 -3.660
H -2.134 -1.782 -2.547
H -1.857 -1.051 -4.121
H -3.557 0.261 -2.878
H -2.108 1.265 -3.008
H -3.665 2.104 0.326
H -3.375 2.475 -1.371
H -1.370 2.686 0.955
H -1.997 4.033 -0.014
N -0.184 1.853 2.744
C -0.843 0.679 2.603
N -0.876 -0.008 1.479
C -1.533 -1.254 1.678
C -1.672 -2.295 0.766
C -2.358 -3.433 1.148
C -2.916 -3.547 2.421
C -2.774 -2.525 3.341
C -2.073 -1.394 2.950
S -1.699 0.003 3.926
H 0.633 1.979 2.172
H -0.119 2.252 3.667
H -1.206 -2.252 -0.208
H -2.444 -4.259 0.454
H -3.454 -4.443 2.695
H -3.185 -2.612 4.338
C 3.713 -1.386 0.353
C 2.356 -1.341 1.056
O 1.398 -0.828 0.170
C 2.500 -0.454 2.317
F 1.469 -0.521 3.168
F 2.585 0.849 1.907
F 3.606 -0.733 2.994
C 1.936 -2.790 1.421
F 0.843 -2.843 2.189
F 2.924 -3.408 2.066
F 1.674 -3.464 0.290
H 4.038 -0.378 0.112
H 3.614 -1.963 -0.565
H 4.460 -1.854 0.987

Output
frontier orbital gap (alpha / beta) = 6.832 / 6.933 eV
total energy = -98186.87667 eV
LUMO (alpha / beta) = -7.32 / -7.22 eV
spin multiplicity = 2
net charge = +2
energy relative to the best compared isomer or geometry (same formula, charge and spin) = 38.1 kcal/mol